1.
55
Properties=species:S:1:pos:R:3:mulliken_charge:R:1 method="wB97M-V/def2-TZVPD" total_charge=+1 gap_ev=6.92 e_homo_ev=-11.3
C 1.18346 0.85289 3.99051 -1.25
C 0.95824 -0.65214 3.37537 0.39
C -0.52382 -0.81845 2.61821 -1.01
C 2.19015 -1.21578 2.45183 0.42
C 2.99593 -2.36726 3.35436 -1.16
C 3.18671 -0.06550 1.84240 -0.42
O 3.63009 -0.56043 0.50319 -0.26
N 4.77725 -1.25465 0.60163 0.32
C 4.64872 -2.73214 0.30349 -0.24
C 6.17018 -3.32637 0.48055 -0.24
N 7.04813 -2.13270 0.82431 -0.10
C 6.20226 -0.84579 0.90277 0.28
F 6.67306 0.53223 1.19463 -0.16
H 0.23853 1.06725 4.68799 0.36
H 1.21742 1.68462 3.14255 0.29
H 2.13136 0.95091 4.69860 0.28
H 0.88865 -1.38401 4.31590 0.28
H -1.27684 -1.20132 3.44730 0.35
H -0.91515 0.18782 2.16264 0.20
H -0.45624 -1.66959 1.80186 0.29
H 1.71631 -1.81447 1.54067 0.04
H 2.99768 -2.11926 4.49897 0.39
H 2.40663 -3.38342 3.16741 0.29
H 4.13361 -2.46167 3.03445 0.21
H 2.65858 0.97365 1.62540 0.14
H 4.09866 0.04348 2.60474 0.33
H 3.63133 -3.23408 0.01645 0.36
H 6.43828 -4.46340 0.32130 0.36
H 8.07980 -2.25734 0.98908 0.28
O -2.76939 2.12780 -0.97683 -0.71
P -3.16124 1.50941 -2.34123 1.01
O -3.91108 0.18548 -1.68527 -0.38
C -5.14594 0.36434 -1.01562 -0.30
C -6.26262 0.68307 -1.98297 -1.02
O -1.68343 0.79131 -2.61768 -0.37
C -0.51591 1.28507 -1.97871 -0.69
C -0.28082 0.58855 -0.64720 -0.46
O -3.59905 0.81849 -3.86565 -0.25
C -4.32927 1.63766 -4.76771 -0.15
C -3.81728 3.06009 -4.85708 -1.18
H -5.05659 1.14383 -0.25268 0.27
H -5.37207 -0.57522 -0.50168 0.33
H -6.14734 1.69634 -2.38114 0.23
H -7.23805 0.63164 -1.48875 0.44
H -6.26046 -0.00772 -2.83305 0.24
H -0.56905 2.37354 -1.86405 0.34
H 0.33295 1.08589 -2.63996 0.40
H -1.18915 0.52750 -0.04022 0.09
H 0.48970 1.10883 -0.06988 0.22
H 0.04824 -0.44246 -0.80939 0.29
H -5.38312 1.62879 -4.48746 0.21
H -4.25762 1.16607 -5.75412 0.33
H -3.89487 3.57511 -3.89648 0.38
H -4.39458 3.62797 -5.59338 0.38
H -2.76092 3.07557 -5.15035 0.30

2.
51
Properties=species:S:1:pos:R:3:mulliken_charge:R:1 method="wB97M-V/def2-TZVPD" total_charge=-1 e_above_lowest_ev=0.0000 gap_ev=7.40 e_homo_ev=-4.6
C 5.28687 -0.22948 0.37731 -0.92
C 4.33733 -1.10735 1.21314 -0.75
In 2.16868 -0.76130 0.70360 0.66
I 1.02134 0.36423 3.03943 -0.49
C 2.07990 0.76149 -0.93505 -1.49
C 0.61109 1.22976 -1.12712 1.98
C 0.44705 2.71707 -1.49484 -1.14
C -0.46900 3.39084 -0.46358 -0.94
C -1.87067 2.76179 -0.40807 -0.50
C -2.47792 2.67539 1.01371 -0.75
C -3.28068 1.37221 1.20860 -0.39
O -3.15328 0.83532 2.50451 -0.44
C -2.53746 -0.44897 2.53995 -0.33
C 1.21974 -2.74172 0.18071 -1.21
C -0.18068 -2.95111 0.83570 -0.28
C -1.36464 -3.01537 -0.12906 -1.04
C -1.42505 -1.93489 -1.18433 0.16
O -0.56664 -2.19791 -2.30737 -0.34
C -0.97168 -1.57674 -3.41711 0.15
O -1.46379 -2.13696 -4.29155 -0.45
H 6.30760 -0.26727 0.77357 0.37
H 4.95748 0.80656 0.43411 0.20
H 5.36048 -0.54923 -0.66116 0.22
H 4.59208 -2.16527 1.10871 0.27
H 4.51443 -0.85011 2.25817 0.26
H 2.45313 0.27814 -1.83373 0.39
H 2.70255 1.59418 -0.61265 0.43
H 0.17918 0.60781 -1.90867 -0.88
H 0.05428 0.97574 -0.22439 -0.52
H 1.40583 3.21839 -1.58137 0.41
H -0.06830 2.79515 -2.45733 0.34
H -0.58719 4.45133 -0.69290 0.47
H 0.03408 3.32500 0.50105 0.34
H -2.52550 3.44192 -0.95546 0.51
H -1.92221 1.80312 -0.92090 0.32
H -3.15654 3.51257 1.15824 0.39
H -1.68871 2.77632 1.75575 0.38
H -4.33548 1.63953 1.07460 0.36
H -3.03764 0.66439 0.41407 0.17
H -1.78741 -0.50507 1.75094 -0.12
H -1.99185 -0.52273 3.47454 0.32
H -3.26902 -1.25853 2.47557 0.26
H 1.24599 -2.94598 -0.88665 0.43
H 1.88844 -3.46856 0.64353 0.43
H -0.31320 -2.20741 1.62133 0.02
H -0.15747 -3.91612 1.34885 0.39
H -1.48246 -3.99717 -0.57877 0.38
H -2.26631 -2.87456 0.47490 0.31
H -1.27234 -0.94963 -0.73649 -0.21
H -2.45363 -1.92342 -1.56369 0.58
H -0.79080 -0.49534 -3.51232 0.30

3.
53
Properties=species:S:1:pos:R:3:mulliken_charge:R:1 method="wB97M-V/def2-TZVPD" smiles=CCCC[C@H](c1nnnn1CCOC)[NH+]1CCN(CC)CC1 total_charge=+1 e_above_lowest_ev=0.3234 gap_ev=10.19 e_homo_ev=-12.4
C -5.37377 -1.48637 0.70043 -1.43
H -5.57479 -2.42384 1.21211 0.36
C -4.03766 -1.55057 -0.02954 0.04
C -2.89144 -1.81196 0.94740 -0.91
H -2.84870 -1.01908 1.69802 0.25
C -1.51281 -1.97882 0.29050 -0.74
H -1.63191 -2.49816 -0.66328 0.45
H -0.90949 -2.60389 0.94856 0.46
C -0.78075 -0.64870 0.04571 0.56
C -1.44540 0.09184 -1.05839 -0.99
N -1.39497 -0.26313 -2.32491 -0.15
N -2.09164 0.64292 -2.99450 -0.71
N -2.55988 1.52133 -2.22135 -0.40
N -2.17896 1.22934 -0.97483 1.13
C -2.54276 2.04781 0.14767 -0.69
C -1.40851 2.98605 0.55930 -0.58
H -1.78842 3.67820 1.32109 0.46
H -1.06867 3.57320 -0.30565 0.37
O -0.33524 2.22622 1.08482 -0.18
C 0.66120 3.03586 1.68071 -0.92
H 1.41995 2.36425 2.07761 0.27
H 0.24319 3.63115 2.49697 0.32
H 1.11189 3.70887 0.94464 0.38
H -3.40432 2.64158 -0.16236 0.42
H -2.82011 1.40684 0.98744 0.16
H -0.76409 -0.02741 0.94655 0.35
N 0.65174 -0.90122 -0.34519 0.06
H 0.63616 -1.63333 -1.06763 0.63
C 1.32713 0.28111 -0.94586 -0.17
C 2.75483 -0.06689 -1.34873 -1.18
N 3.50337 -0.49894 -0.18841 0.16
C 2.89073 -1.69529 0.34367 -0.95
C 1.47266 -1.36517 0.79804 -0.47
H 1.50717 -0.55332 1.52673 0.29
H 1.02012 -2.24336 1.25626 0.40
H 3.46119 -2.03417 1.21013 0.51
H 2.86482 -2.52212 -0.39147 0.33
C 4.93382 -0.64040 -0.43440 -0.46
C 5.61378 0.71115 -0.60542 -1.27
H 5.35996 1.17850 -1.55279 0.34
H 5.32809 1.37582 0.20494 0.31
H 6.69077 0.57588 -0.57981 0.42
H 5.12643 -1.27608 -1.31254 0.32
H 5.35789 -1.13634 0.44060 0.42
H 3.21900 0.82946 -1.75876 0.50
H 2.73886 -0.83671 -2.14350 0.33
H 1.32105 1.07718 -0.20059 0.02
H 0.78019 0.59913 -1.83277 0.51
H -3.12087 -2.73773 1.47756 0.50
H -3.88904 -0.61686 -0.57168 0.07
H -4.06826 -2.35493 -0.76654 0.35
H -6.17921 -1.30231 -0.00442 0.40
H -5.37431 -0.68657 1.43789 0.33

4.
53
Properties=species:S:1:pos:R:3:mulliken_charge:R:1 method="wB97M-V/def2-TZVPD" e_above_lowest_ev=1.3285 gap_ev=9.73 e_homo_ev=-9.1
C 0.70658 -1.39359 2.36109 -0.89
N 0.24296 -2.50776 1.52070 -0.03
C -1.12068 -2.34409 1.02595 -1.21
C -1.15645 -1.92284 -0.49293 1.92
C -2.67744 -1.70855 -0.79274 -1.43
C -3.00744 -0.58925 -1.82934 -0.95
C -2.92460 0.88546 -1.28969 -0.69
C -2.85948 1.02780 0.25806 0.51
C -2.54067 2.52041 0.60314 -1.22
C -1.06203 2.92918 0.30797 -0.81
C -0.00173 2.14050 1.14411 0.44
C 1.34681 2.10434 0.34198 -0.42
C 2.56591 1.68223 1.24489 -0.95
C 3.48999 0.66981 0.50441 -0.53
O 3.71855 1.06597 -0.84508 -0.38
C 4.53940 0.10491 -1.51901 -0.67
C -0.11291 -0.89204 -1.01084 0.90
O 0.62138 -1.37648 -2.15799 -0.51
S 0.77782 -3.00100 -1.79781 1.08
O 1.92801 -3.09283 -0.87934 -0.53
O 1.03481 -3.78338 -3.01833 -0.62
O -0.72960 -3.17145 -1.15655 -0.47
H 1.53182 -0.83483 1.86078 0.06
H -0.08662 -0.65064 2.58260 0.20
H 1.14236 -1.79292 3.30309 0.36
H 0.37473 -3.39255 1.98563 0.28
H -1.72830 -1.64913 1.64836 0.33
H -1.59844 -3.34830 1.06522 0.45
H -3.27024 -1.60930 0.13951 0.37
H -3.03643 -2.66201 -1.24713 0.57
H -4.06627 -0.75971 -2.13590 0.49
H -2.42295 -0.71698 -2.76701 0.31
H -3.78742 1.45298 -1.68871 0.49
H -2.01997 1.34537 -1.75065 0.13
H -2.10582 0.37970 0.74583 -0.44
H -3.85902 0.75025 0.66590 0.36
H -2.81101 2.69753 1.66815 0.36
H -3.22185 3.15116 -0.01269 0.36
H -0.82817 2.89706 -0.77504 0.39
H -0.97860 3.99975 0.60697 0.43
H 0.13182 2.64906 2.11910 0.58
H -0.29064 1.08770 1.34841 -0.65
H 1.55112 3.11703 -0.06961 0.48
H 1.26948 1.40515 -0.51744 0.20
H 3.15994 2.55984 1.56403 0.43
H 2.13543 1.24136 2.17034 0.34
H 3.02639 -0.34625 0.49850 0.32
H 4.48028 0.66120 1.01380 0.46
H 3.95982 -0.51800 -2.23228 0.20
H 5.30119 0.66640 -2.09088 0.24
H 5.01872 -0.52985 -0.74770 0.35
H -0.42553 0.14065 -1.24184 -0.08
H 0.67498 -0.73910 -0.23200 -0.88

5.
53
Properties=species:S:1:pos:R:3:mulliken_charge:R:1 method="wB97M-V/def2-TZVPD" total_charge=+1 gap_ev=7.99 e_homo_ev=-11.1
C -1.55452 -0.98205 -3.90666 -1.17
C -1.61277 -0.37803 -2.49542 -0.01
Br -1.83508 1.54685 -2.63600 -0.06
C -0.37490 -0.70645 -1.66248 -0.20
Br -0.45844 0.16824 0.07865 -0.09
C -0.18133 -2.19795 -1.41213 -1.55
N -1.31541 -2.79833 -0.61038 0.08
C -0.82312 -4.17008 -0.12576 -0.71
C 0.62619 -4.22895 -0.60354 -0.75
C 1.03325 -2.74707 -0.65454 0.57
C 2.41429 -2.46571 -1.25520 -0.98
C 3.50724 -2.31405 -0.18956 -1.13
C 3.46572 -0.99286 0.57805 0.14
C 4.26748 -1.02757 1.88929 -0.58
O 3.44884 -0.86690 3.04204 -0.53
H -1.23392 -0.23571 -4.63011 0.42
H -0.86680 -1.82715 -3.97553 0.32
H -2.54207 -1.32248 -4.21687 0.32
H -2.51189 -0.69029 -1.95922 0.43
H 0.50752 -0.33218 -2.18300 0.56
H -0.18439 -2.73073 -2.36900 0.19
H -2.19513 -2.82501 -1.12139 0.38
H -1.43800 -2.19556 0.21041 0.49
H -0.87580 -4.13845 0.96071 0.37
H -1.47897 -4.95193 -0.49722 0.39
H 1.23634 -4.83437 0.06484 0.40
H 0.68809 -4.65916 -1.60652 0.40
H 0.98797 -2.38618 0.38224 0.45
H 2.68270 -3.31156 -1.89664 0.43
H 2.39084 -1.58796 -1.90949 0.38
H 3.40553 -3.14051 0.52484 0.43
H 4.48218 -2.43727 -0.66607 0.42
H 3.80572 -0.17729 -0.06673 0.34
H 2.42845 -0.76313 0.83810 -0.08
H 5.06201 -0.27531 1.88781 0.27
H 4.73364 -2.00645 2.01392 0.36
H 2.92756 -0.06261 2.93800 0.31
C -2.18295 2.55451 2.22452 -0.81
O -3.06454 3.63511 2.41628 -0.40
C -2.45775 4.75607 3.04421 -0.47
C -2.07206 5.81753 2.03848 -0.49
O -1.06247 5.35598 1.15387 -0.40
C -1.54458 5.00237 -0.12655 -0.70
H -2.70264 1.82349 1.60457 0.30
H -1.26617 2.87001 1.71589 0.30
H -1.91494 2.08288 3.17838 0.36
H -1.56997 4.44090 3.60273 0.29
H -3.17650 5.17123 3.75462 0.40
H -1.68122 6.68883 2.57078 0.38
H -2.95632 6.13218 1.47517 0.31
H -1.87904 5.88551 -0.68105 0.38
H -2.37274 4.28983 -0.06557 0.29
H -0.71512 4.54573 -0.66576 0.23

no.,molecular weight (g mol⁻¹),LUMO (eV)
1,369.4,-4.38
2,501.1,2.81
3,311.5,-2.18
4,337.5,0.63
5,434.2,-3.07